ORCA calculation (the ωB97M-V functional and the def2-TZVPD basis) on a cluster of 3 separate species, C27H31BN2O8 in total.

Positions of all 69 atoms, in Å:
C -5.141 5.654 -1.983
C -4.565 4.447 -1.840
C -3.090 4.189 -1.627
C -2.655 3.533 -0.289
C -3.681 2.499 -0.006
N -4.478 1.707 0.231
C -1.329 2.760 -0.399
C -1.291 1.719 -1.554
C -0.691 0.382 -1.110
C 0.848 0.399 -1.173
O 1.437 -0.028 0.060
C 1.542 0.895 1.049
C 2.158 2.243 0.773
O 1.198 0.594 2.155
C -2.694 4.505 0.959
C -3.002 5.890 0.609
N -3.145 6.964 0.227
B -1.345 4.582 1.862
O -0.175 5.092 1.385
O -1.357 4.163 3.163
C -1.106 2.771 3.422
C -2.349 1.885 3.318
H -4.981 6.463 -1.279
H -5.823 5.872 -2.800
H -5.197 3.565 -1.942
H -2.527 5.103 -1.816
H -2.845 3.513 -2.447
H -1.144 2.189 0.515
H -0.494 3.443 -0.561
H -2.279 1.581 -1.992
H -0.678 2.141 -2.356
H -0.996 0.153 -0.088
H -1.065 -0.403 -1.765
H 1.175 -0.319 -1.922
H 1.218 1.371 -1.498
H 2.264 2.499 -0.276
H 1.566 2.999 1.287
H 3.150 2.250 1.226
H -3.481 4.172 1.634
H -0.186 5.267 0.439
H -0.296 2.408 2.785
H -0.722 2.726 4.440
H -2.255 1.139 2.526
H -3.248 2.463 3.111
H -2.517 1.328 4.239
O 5.677 -2.651 4.039
C 4.942 -2.917 3.113
C 3.762 -2.075 2.794
C 2.956 -2.370 1.778
C 3.206 -3.554 0.921
O 2.473 -3.825 -0.009
C 4.384 -4.401 1.237
C 5.189 -4.104 2.253
H 3.598 -1.215 3.432
H 2.091 -1.769 1.532
H 4.545 -5.261 0.599
H 6.055 -4.705 2.504
O 3.460 -8.207 -1.339
C 2.538 -7.881 -2.057
C 1.952 -8.830 -3.038
C 0.943 -8.469 -3.826
C 0.360 -7.104 -3.757
O -0.560 -6.779 -4.476
C 0.947 -6.158 -2.776
C 1.956 -6.518 -1.988
H 2.392 -9.818 -3.070
H 0.500 -9.142 -4.549
H 0.509 -5.169 -2.741
H 2.395 -5.841 -1.266

Forces on atoms 1 to 2 (eV/Å):
0.0 0.1 0.2
-0.4 0.2 0.1

Total charge   0
Structure (SMILES)   C=CC[C@@](C#N)(CCCCOC(C)=O)[C@H](C#N)B(O)OCC.O=C1C=CC(=O)C=C1.O=C1C=CC(=O)C=C1
Calculated total energy   -1783.65065 Eh
Orbital gap   7.5013 eV
LUMO energy   -0.0554 hartree

---

ORCA calculation (the ωB97M-V functional and the def2-TZVPD basis) on a structure of composition C27H31Br2CaFIN8O4S.

Positions of all 76 atoms, in Å:
Ca -3.926 -13.069 17.798
C -5.636 -15.181 21.774
C -5.248 -15.120 20.329
O -4.533 -14.164 19.933
N -5.558 -16.105 19.418
C -5.677 -15.940 17.969
C -4.504 -16.321 17.197
C -4.212 -17.737 17.032
C -3.095 -18.077 16.243
C -2.430 -17.064 15.508
C -2.731 -15.771 15.752
N -3.698 -15.371 16.627
H -4.702 -15.340 22.253
H -6.420 -16.016 22.018
H -6.058 -14.171 21.933
H -6.242 -16.829 19.730
H -5.949 -14.942 17.611
H -6.521 -16.590 17.698
H -4.799 -18.465 17.488
H -2.784 -19.122 16.306
H -1.632 -17.289 14.749
H -2.301 -15.015 15.133
Br -4.618 -10.785 21.997
C -5.078 -9.568 20.566
Br -5.506 -10.722 19.015
H -4.179 -9.037 20.190
H -5.855 -8.928 20.842
N -1.915 -12.350 19.188
N -1.847 -12.965 20.428
C -0.599 -13.276 20.916
N -0.649 -13.983 22.069
S 0.745 -12.673 20.159
H -1.077 -12.654 18.632
H -1.800 -11.328 19.267
H -2.711 -13.408 20.733
H -1.459 -14.322 22.508
H 0.211 -14.494 22.355
C -6.430 -8.087 12.510
C -4.971 -8.025 12.826
C -4.119 -7.547 11.709
C -2.591 -7.561 12.009
C -2.187 -8.823 12.670
C -0.853 -9.222 12.602
C -0.536 -10.444 13.212
F 0.791 -10.733 13.133
C -1.399 -11.291 13.770
C -2.694 -10.774 14.007
C -3.484 -11.441 15.046
O -2.906 -12.158 15.984
C -4.895 -11.134 14.959
C -5.318 -10.244 13.931
N -4.442 -9.274 13.460
C -3.141 -9.662 13.358
C -5.950 -11.677 15.848
O -7.039 -11.136 15.847
O -5.575 -12.765 16.519
H -6.788 -7.047 12.072
H -7.092 -8.226 13.387
H -6.686 -8.827 11.789
H -4.812 -7.368 13.663
H -4.486 -6.493 11.562
H -4.335 -8.068 10.831
H -2.305 -6.731 12.717
H -2.100 -7.457 11.105
H -0.018 -8.750 12.080
H -1.098 -12.263 13.974
H -6.363 -10.096 13.753
I 1.277 -6.922 18.137
C 0.011 -8.522 17.835
C 0.000 -9.555 16.910
N -1.054 -10.307 17.160
N -1.893 -9.681 18.122
C -1.250 -8.625 18.520
H 0.760 -9.657 16.084
H -1.378 -11.061 16.485
H -1.686 -7.876 19.075

Forces on atoms 1 to 2 (eV/Å):
0.6 -0.4 0.4
-2.4 -1.1 -1.0

Total charge   +1
Energy relative to the best compared isomer or geometry (same formula, charge and spin)   146.74 kJ/mol
Calculated total energy   -8407.78268 Eh
Orbital gap   7.7327 eV
LUMO energy   -0.0958 hartree

---

ORCA calculation (the ωB97M-V functional and the def2-TZVPD basis) on a structure of composition C27H31Br2IrN4O3SSi2.

Positions of all 71 atoms, in Å:
Ir 0.281 0.222 0.111
O 0.097 1.590 2.210
N 0.867 1.369 3.232
C 0.640 2.051 4.373
C 1.399 1.851 5.497
C 2.425 0.909 5.465
C 2.666 0.234 4.290
C 1.882 0.467 3.159
S 2.221 -0.330 1.675
H -0.163 2.772 4.322
H 1.195 2.422 6.389
H 3.029 0.716 6.336
H 3.472 -0.475 4.209
C -2.936 1.374 1.393
Si -1.914 1.408 -0.231
C -3.070 0.709 -1.603
C -1.346 3.160 -0.796
C -2.328 4.099 -1.089
C -1.992 5.343 -1.593
C -0.663 5.662 -1.810
C 0.324 4.746 -1.495
C -0.006 3.495 -0.988
Si 1.436 2.336 -0.468
C 2.349 3.284 0.941
C 2.776 2.068 -1.824
H -3.706 2.139 1.366
H -2.323 1.552 2.268
H -3.424 0.412 1.510
H -4.028 1.216 -1.551
H -3.258 -0.352 -1.478
H -2.673 0.863 -2.600
H -3.366 3.856 -0.927
H -2.767 6.057 -1.828
H -0.394 6.623 -2.221
H 1.359 5.005 -1.654
H 2.891 4.125 0.518
H 3.069 2.666 1.470
H 1.647 3.684 1.665
H 3.166 3.040 -2.118
H 2.398 1.574 -2.714
H 3.607 1.481 -1.444
Br -2.327 -4.502 -4.345
C -1.586 -3.186 -3.180
C -1.205 -1.932 -3.698
C -0.692 -1.018 -2.808
N -0.584 -1.244 -1.507
C -0.986 -2.443 -0.977
C -1.461 -3.454 -1.845
C -0.983 -2.547 0.436
C -1.143 -3.761 1.142
C -1.139 -3.767 2.507
Br -1.227 -5.405 3.459
C -1.059 -2.549 3.221
C -0.922 -1.403 2.482
N -0.808 -1.382 1.156
H -1.307 -1.697 -4.743
H -0.369 -0.048 -3.159
H -1.764 -4.410 -1.454
H -1.237 -4.684 0.595
H -1.114 -2.524 4.295
H -0.909 -0.442 2.975
N 4.261 -2.918 -1.406
C 3.599 -2.533 -2.647
C 2.569 -1.453 -2.336
O 2.068 -0.732 -3.150
O 2.256 -1.382 -1.040
H 4.617 -3.864 -1.457
H 2.825 -2.040 -0.568
H 5.053 -2.312 -1.216
H 3.050 -3.389 -3.049
H 4.261 -2.172 -3.445

Forces on atoms 1 to 2 (eV/Å):
-0.5 0.4 1.2
-1.2 -0.2 -1.9

Total charge   +1
Energy relative to the best compared isomer or geometry (same formula, charge and spin)   266.69 kJ/mol
Calculated total energy   -7721.55454 Eh
Multiplicity   2
Orbital gap (alpha / beta)   6.5688 / 6.2025 eV
LUMO energy (alpha / beta)   -0.1458 / -0.1563 hartree
Expectation value of S²   0.77

---

ORCA calculation (the ωB97M-V functional and the def2-TZVPD basis) on a structure of composition C27H31Br2NO2Ru.

Positions of all 64 atoms, in Å:
Ru -0.378 0.062 0.056
C -4.328 -1.131 1.560
C -3.668 0.028 2.302
C -3.858 1.332 1.518
C -2.196 -0.190 2.603
C -1.443 -1.228 2.012
C -0.088 -1.386 2.296
C 0.558 -0.512 3.193
C 2.003 -0.726 3.548
C -0.180 0.505 3.756
C -1.541 0.659 3.467
H -5.393 -0.929 1.430
H -4.228 -2.070 2.110
H -3.893 -1.264 0.567
H -4.174 0.135 3.269
H -3.314 1.282 0.574
H -3.478 2.189 2.075
H -4.917 1.500 1.306
H -1.935 -1.970 1.397
H 0.457 -2.236 1.902
H 2.108 -1.544 4.267
H 2.432 0.172 3.994
H 2.577 -0.968 2.655
H 0.301 1.195 4.440
H -2.085 1.478 3.925
C 0.902 1.754 -2.552
C 0.467 2.540 -1.314
C 1.683 3.075 -0.554
C -0.435 3.707 -1.735
N -0.322 1.716 -0.409
H 1.540 2.366 -3.196
H 0.024 1.438 -3.120
H 1.445 0.854 -2.267
H 2.298 3.700 -1.209
H 2.284 2.246 -0.180
H 1.356 3.675 0.298
H 0.106 4.384 -2.403
H -0.766 4.263 -0.857
H -1.317 3.332 -2.258
Br -4.960 -2.940 -3.909
C -3.671 -2.054 -2.811
C -3.712 -0.679 -2.681
C -2.781 -0.044 -1.867
C -1.790 -0.741 -1.160
C -1.775 -2.135 -1.360
C -2.697 -2.793 -2.160
H -4.466 -0.103 -3.203
H -2.835 1.034 -1.769
H -0.997 -2.733 -0.893
H -2.653 -3.868 -2.283
Br 7.445 0.253 0.366
C 6.027 -0.637 -0.545
C 6.339 -1.473 -1.604
C 5.302 -2.118 -2.266
C 3.988 -1.927 -1.868
C 3.694 -1.084 -0.803
C 4.724 -0.429 -0.136
C 2.258 -0.864 -0.382
O 1.363 -1.486 -0.990
O 2.049 -0.040 0.544
H 7.368 -1.614 -1.904
H 5.530 -2.772 -3.098
H 3.165 -2.418 -2.369
H 4.479 0.233 0.684

Forces on atoms 1 to 2 (eV/Å):
0.2 -0.3 -0.6
0.0 0.0 0.0

Total charge   -1
Energy relative to the best compared isomer or geometry (same formula, charge and spin)   195.14 kJ/mol
Calculated total energy   -6495.62558 Eh
Multiplicity   2
Orbital gap (alpha / beta)   6.0488 / 6.0899 eV
LUMO energy (alpha / beta)   0.0909 / 0.0909 hartree
Expectation value of S²   0.77